Entry 1:
Molecular formula: C7H8BCl3F5GeIn
Method: DFT, ωB97M-V with the def2-TZVPD basis set

```
26
Properties=species:S:1:pos:R:3
In 0.554 -0.641 -0.321
Ge 0.749 -2.066 -2.479
Cl -1.007 -3.102 -3.027
Cl 2.386 -3.345 -2.116
Cl 1.244 -0.756 -4.091
F -0.549 -1.386 1.448
F 1.207 0.734 0.895
F 0.067 -3.417 2.467
F 1.484 -2.231 1.028
F -0.358 -3.272 0.180
C -2.582 0.831 0.151
C -2.201 0.914 1.459
C -0.668 1.851 3.223
C -1.189 1.846 1.853
C -0.677 2.775 0.881
C -2.001 1.706 -0.799
C -1.074 2.696 -0.423
B 0.162 -2.719 1.344
H -0.665 3.363 -1.169
H -2.285 1.621 -1.842
H 0.377 2.156 3.253
H -2.608 0.247 2.207
H -3.311 0.100 -0.171
H 0.057 3.499 1.208
H -1.237 2.611 3.785
H -0.815 0.897 3.725
```

Computed properties:
charge = +1
energy = -120910.986 eV
2S+1 = 2
LUMO level (spin up / spin down) = -4.89 / -8.31 eV
<S²> = 0.77
HOMO energy (spin up / spin down) = -14.03 / -14.05 eV
gap between HOMO and LUMO (spin up / spin down) = 9.143 / 5.738 eV

---

Entry 2:
Molecular formula: C27H44BrFeN3OP2
Method: DFT, ωB97M-V with the def2-TZVPD basis set

```
79
Properties=species:S:1:pos:R:3
Br -1.537 -0.526 0.977
Fe -1.303 0.163 -5.312
P 1.855 -0.878 -1.871
P -2.077 -1.811 -4.965
O 1.838 1.894 1.631
N -0.095 2.058 2.901
N -0.971 5.540 -7.591
N 1.885 2.883 3.700
C 2.936 -0.212 -4.345
C -0.247 -2.018 -4.858
C -0.432 4.323 -5.600
C -2.477 -2.250 -3.200
C -0.989 1.582 -4.224
C -3.261 0.303 -6.655
C -0.941 4.406 -8.286
C -3.372 -0.254 -5.242
C 1.255 2.236 2.669
C -2.639 1.110 -1.036
C -0.083 1.840 -1.963
C -0.535 3.076 -6.277
C 1.886 -2.327 -0.735
C -2.491 1.618 -2.317
C -0.067 -3.552 -4.675
C -0.668 1.872 -5.492
C 2.938 -3.399 -1.011
C -3.819 -2.960 -3.063
C 2.786 -1.397 -3.381
C 3.281 3.225 3.659
C -1.480 0.753 -0.318
C -0.259 1.386 -0.661
C -0.704 5.512 -6.294
C 4.500 -0.384 -0.955
C -1.184 1.773 -2.861
C -0.664 3.148 -7.696
C 3.117 0.238 -1.107
H -3.781 -3.973 -3.485
H 2.825 -4.200 -0.272
H 3.774 -1.754 -3.072
H 0.573 1.427 0.054
H 3.964 -3.021 -0.920
H 5.190 0.378 -0.573
H 2.721 0.565 -0.133
H 1.980 0.323 -4.509
H 3.797 2.801 4.528
H -3.360 1.813 -2.946
H -2.346 0.911 -6.790
H -0.551 -3.943 -3.766
H -4.117 0.986 -6.762
H -1.145 4.481 -9.365
H -3.479 0.475 -4.420
H 0.993 -3.803 -4.584
H -4.066 -3.041 -2.000
H -2.412 -1.310 -2.639
H 0.239 -1.707 -5.803
H -1.662 -2.881 -2.820
H 3.672 0.530 -3.982
H -4.601 -2.394 -3.579
H 3.722 2.820 2.745
H 4.494 -1.212 -0.236
H -0.724 6.461 -5.764
H -0.207 4.380 -4.531
H -0.582 1.403 2.303
H 3.166 1.138 -1.743
H 4.909 -0.736 -1.910
H -3.631 0.887 -0.655
H 0.873 -2.759 -0.809
H -0.456 -4.114 -5.537
H -0.569 2.290 -8.377
H 3.297 -0.565 -5.324
H -3.267 -0.537 -7.377
H 1.313 3.236 4.450
H 3.417 4.313 3.679
H -0.375 2.066 3.876
H 0.900 2.173 -2.320
H 0.184 -1.477 -3.995
H -4.248 -0.945 -5.200
H 1.976 -1.923 0.288
H 2.812 -3.850 -2.003
H 2.247 -2.227 -3.864
```

Computed properties:
charge = +2
energy = -158217.187 eV
2S+1 = 5
LUMO level (spin up / spin down) = -6.49 / -9.09 eV
<S²> = 6.06
HOMO energy (spin up / spin down) = -13.63 / -13.64 eV
gap between HOMO and LUMO (spin up / spin down) = 7.140 / 4.546 eV

---

Entry 3:
Molecular formula: C6H42N2O13
Method: DFT, ωB97M-V with the def2-TZVPD basis set

```
63
Properties=species:S:1:pos:R:3
O 0.484 -3.624 -2.009
O 1.943 -1.404 -2.294
O 0.457 -4.390 0.569
O 0.689 2.752 2.433
O -0.004 0.232 -3.973
O -1.645 -1.809 -3.366
O -3.823 -1.554 1.105
O 0.417 -2.525 2.468
O -1.787 -0.256 3.014
O -0.485 3.889 0.321
O 0.451 0.783 4.095
O -1.899 2.211 1.989
O 2.171 -0.499 2.473
N 1.597 0.479 -0.031
N 0.836 2.524 -2.393
C -0.844 -1.604 -0.189
C 0.121 0.690 0.189
C 2.287 1.689 -0.484
C -0.751 -0.187 -0.753
C 2.147 1.978 -2.008
C -2.145 0.442 -0.894
H -0.085 0.371 1.293
H 0.188 -2.063 -0.169
H -1.015 2.444 2.185
H -2.734 -0.145 -1.608
H -3.125 -1.242 1.593
H -0.356 0.564 -4.790
H 0.976 3.393 -2.921
H -0.364 0.329 3.831
H 0.414 -3.915 -1.058
H -1.958 2.423 1.038
H 0.583 2.164 3.282
H 1.145 -4.940 0.867
H -3.540 -1.770 0.215
H 3.064 -0.684 2.701
H -2.512 -0.318 3.634
H -0.028 3.670 1.104
H 1.057 -1.835 2.436
H 0.443 -3.688 1.190
H 2.990 2.602 -2.369
H -1.116 -2.402 -2.947
H 2.241 1.014 -2.606
H 0.154 1.027 -3.375
H -0.291 -0.194 -1.767
H 1.741 -0.351 -0.709
H -2.046 1.491 -1.329
H 1.142 0.237 3.666
H -0.876 4.788 0.435
H -1.120 -1.034 -3.548
H -1.408 -2.297 -0.895
H 0.690 -4.397 -2.487
H -0.158 1.779 0.062
H 1.315 2.190 1.929
H -2.663 0.454 0.038
H 1.458 -2.212 -2.154
H 1.464 -0.958 -2.980
H -0.398 -2.046 2.634
H 1.997 2.620 0.101
H 0.233 2.759 -1.528
H 3.389 1.490 -0.192
H -1.278 -1.614 0.841
H -1.913 0.630 2.569
H 2.081 -0.151 1.527
```

Computed properties:
charge = 0
energy = -36502.738 eV
LUMO level = 0.28 eV
HOMO energy = -9.35 eV
gap between HOMO and LUMO = 9.627 eV

---

Entry 4:
Molecular formula: C5H11O2
Method: DFT, ωB97M-V with the def2-TZVPD basis set

```
18
Properties=species:S:1:pos:R:3
O -0.915 0.312 -2.728
O 1.157 -0.209 -2.644
C 0.711 1.409 1.965
C -0.225 -1.332 -1.035
C -0.091 -2.865 -1.225
C 0.092 -0.272 -2.168
C -0.382 2.465 1.734
H 0.117 3.552 1.928
H -0.834 -3.170 -0.472
H -1.408 -1.108 -0.948
H -0.811 2.607 0.748
H 1.530 1.718 1.290
H -0.449 -3.149 -2.160
H 0.977 1.484 3.034
H 0.939 -3.105 -1.308
H -1.166 2.400 2.486
H 0.310 -1.120 -0.085
H 0.449 0.382 1.588
```

Computed properties:
charge = -1
energy = -9458.116 eV
LUMO level = 3.70 eV
HOMO energy = -3.33 eV
gap between HOMO and LUMO = 7.038 eV

---

Number 1: M 491.730 g/mol. Number 2: M 624.366 g/mol. Number 3: M 350.403 g/mol. Number 4: M 103.141 g/mol.